CH2N2O2 | wB97M-V/def2-TZVPD

Summary:
- DFT total energy (Ha) = -299.10693
- energy relative to the best compared isomer or geometry (same formula, charge and spin) (kcal/mol) = 144.3
- SMILES = O=c1n[n+]1[O-].[H][H]
- charge = 0
- LUMO level (eV) = -0.55
- F_max (Eh/bohr) = 0.0432

Geometry as XYZ:
```
7
Properties=species:S:1:pos:R:3:forces:R:3
O 4.516374 1.225756 0.616937 0.793 1.198 0.214
C 4.095616 0.343045 -0.006503 -0.091 -0.941 -0.254
N 4.113045 -0.733741 -0.878674 0.074 0.545 0.083
N 3.037205 -0.581343 -0.114744 1.215 0.492 -0.191
O 2.084431 -1.201950 0.144232 -1.978 -0.988 0.202
H 2.213290 -3.460047 -0.077071 -0.317 -0.571 -0.616
H 1.924753 -3.873932 -0.648216 0.304 0.266 0.561
```
Positions in Å, forces in eV/Å.